The following is a quantum chemistry calculation of the molecule C2H6N2O2 in a non-equilibrium geometry, from OMol25.

Its energy above the lowest of the compared OMol25 structures with the same formula, charge and spin is 100.1 kcal per mole. The value obtained for the HOMO energy is -0.348 hartree. The value obtained for the HOMO-LUMO gap is 0.3616 hartree. For the total energy, the calculation gives -9242.977 eV. Its SMILES is [H]/N=C(/CO)NO. As for the spin multiplicity: 1.

Element x y z (Å)
O 0.5606 -1.6302 -0.5198
O 1.5759 0.7174 0.2077
N 0.2595 1.3236 0.2723
N -1.8196 0.3410 -0.5271
C -0.6813 0.2602 0.0066
C -0.3320 -1.1214 0.4961
H 2.0751 1.3155 0.9955
H -1.2279 -1.6437 0.4607
H 0.0925 -0.9933 1.5078
H -2.3231 1.2954 -0.7870
H 1.2336 -1.0676 -0.3745
H 0.0586 1.9107 -0.5377